The following is a DFT calculation (ωB97M-V/def2-TZVPD) of a single C4H5N3O5 molecule at a distorted geometry.

Charge: 0
DFT total energy, Eh: -695.51528

Each atom is followed by the atoms it is bonded to, with distances in Å.
Atoms and positions in Å:
1 H -0.0390 0.4213 1.9021  C10 1.097
2 O 0.6978 2.2265 0.8964  N13 1.258
3 O 1.3655 -2.1205 -0.4208  N14 1.232
4 C -1.6346 -0.3289 -1.1187  N6 1.281, C9 1.577, O16 1.237
5 H -1.6416 1.2853 0.3125  C9 1.181
6 N -0.5038 -0.1465 -1.6915  C4 1.281, H15 1.035
7 O 2.9819 -1.0091 0.5350  N14 1.223
8 O 2.2922 1.7655 -0.4044  N13 1.188
9 C -1.5532 0.1105 0.3939  C4 1.577, H5 1.181, C10 1.577, H11 1.163
10 C -0.2259 -0.3292 1.1235  H1 1.097, C9 1.577, C12 1.488, H17 1.023
11 H -2.5243 -0.1778 0.9649  C9 1.163
12 C 0.9229 0.0132 0.2418  C10 1.488, N13 1.445, N14 1.478
13 N 1.3637 1.3896 0.2339  O2 1.258, O8 1.188, C12 1.445
14 N 1.8824 -1.0861 0.0053  O3 1.232, O7 1.223, C12 1.478
15 H -0.3131 -0.0804 -2.7064  N6 1.035
16 O -2.8014 -0.5837 -1.4413  C4 1.237
17 H -0.2696 -1.3497 1.1738  C10 1.023